Record 1
Density functional theory data (wB97M-V/def2-TZVPD) for C19H15MoN9O4S5 as an isolated structure at a distorted geometry.

```
53
Properties=species:S:1:pos:R:3:nbo_charge:R:1
Mo -0.3859 -1.0969 0.5678 0.276
S -1.3607 -2.9953 1.8913 -0.060
S -2.8393 -1.1479 0.4201 0.106
S 1.4482 -0.4800 -0.9263 0.055
S -0.6685 -2.7427 -1.2264 0.105
S -4.3621 -3.2590 1.9036 -0.002
O 1.3333 1.6048 1.6803 -0.370
O -0.5351 3.8808 -5.6920 -0.560
O 2.8970 1.1277 3.0701 -0.443
O 0.3034 1.8881 -6.1758 -0.675
N 3.8305 -1.1993 3.0120 -0.772
N 1.4373 -2.9615 1.0539 -0.591
N -0.9165 0.0337 2.4107 -0.428
N 2.4941 -2.6769 1.9119 -0.418
N -1.0260 0.8623 -0.0250 -0.377
N 1.9556 0.0598 -4.5945 -0.363
N 2.0598 0.8094 2.2313 0.647
N 1.7989 -0.5168 1.9465 -0.446
N -0.4379 -3.1033 -4.9302 -0.271
C -1.8232 1.5450 4.5607 -0.133
C 1.6042 -0.4885 -3.6458 0.321
C 2.7191 -1.4080 2.3087 0.643
C 0.1762 -2.1461 -2.6122 -0.271
C -0.5472 2.2667 -3.9480 -0.149
C 1.0663 -1.1333 -2.4905 -0.322
C -0.1019 3.0257 -2.8735 -0.154
C -0.2705 2.7666 -5.3369 0.775
C -1.4628 0.6329 -2.4298 -0.244
C -1.9507 2.0235 3.2682 -0.200
C -0.2779 2.5647 -1.5821 -0.255
C -1.2246 0.3126 4.7571 -0.237
C -2.9852 -2.5157 1.4863 -0.521
C -1.4941 1.6709 0.8482 0.122
C -0.7935 -0.4151 3.6601 0.090
C -1.2431 1.0833 -3.7249 -0.175
C -1.4776 1.2416 2.2286 0.165
C -0.9418 1.3627 -1.3724 0.210
C -0.1653 -2.6804 -3.8963 0.247
H 0.6947 1.1407 -5.6851 0.513
H 0.4229 3.9525 -3.0600 0.236
H -1.8770 2.6469 0.5681 0.218
H -0.3561 -1.3960 3.7732 0.231
H -1.6131 0.5028 -4.5617 0.238
H -1.1000 -0.1005 5.7474 0.236
H -1.9919 -0.2916 -2.2428 0.246
H 3.2023 -3.3748 2.0736 0.390
H 1.7630 -3.0925 0.1011 0.407
H -2.1814 2.1252 5.3998 0.232
H 4.0114 -0.2623 3.3377 0.454
H 0.9384 -3.7880 1.3689 0.408
H 0.1547 3.0964 -0.7444 0.228
H -2.4019 2.9825 3.0576 0.235
H 4.5012 -1.9372 3.1313 0.404
```

Computed properties:
Multiplicity: 1
HOMO-LUMO gap (alpha / beta) in eV: 6.01 / 6.42
LUMO level (alpha / beta) in eV: -1.91 / -1.60
Relative energy (zero: lowest compared OMol25 entry of this formula, charge and spin) in eV: 0.0000
E in hartree: -3585.90201
Charge: 0

=====

Record 2
Density functional theory data (wB97M-V/def2-TZVPD) for C19H15N2O5Ru as an isolated structure.

```
42
Properties=species:S:1:pos:R:3:nbo_charge:R:1
Ru 0.9885 1.0198 -0.6094 1.157
O 1.9424 2.0281 -1.6271 -0.497
O 2.5975 0.8378 0.8932 -0.607
O -2.4831 3.1624 -1.0523 -0.647
O 3.2364 1.5375 2.8889 -0.637
O -0.8034 1.7235 -1.4251 -0.570
N 0.4563 2.2515 0.7336 -0.415
N 0.2597 -0.4984 0.9356 -0.828
C 1.4104 -0.4396 -3.1412 -0.229
C -0.4972 -2.3514 -0.4824 -0.081
C -0.5779 3.7922 2.8035 -0.340
C -1.4016 -3.4106 -0.6287 -0.190
C -2.3716 -3.0364 1.5357 -0.212
C 1.3058 -2.7540 -3.7470 -0.235
C 0.4204 -1.9918 -1.6107 -0.026
C 1.6139 -1.4423 -4.0743 -0.208
C -0.5888 -1.6365 0.7139 0.216
C -0.7555 2.9098 0.5740 -0.060
C -1.5035 -1.9717 1.7025 -0.251
C -2.3135 -3.7584 0.3536 -0.213
C 1.1169 2.2911 1.9620 -0.116
C 0.7029 -3.0107 -2.5321 -0.215
C 0.6018 3.0738 2.9831 -0.106
C -1.2598 3.6975 1.5794 -0.088
C 0.8764 -0.6844 -1.8663 -0.242
C -1.3409 2.5878 -0.6876 0.742
C 2.3402 1.5424 1.8961 0.742
H -0.9723 4.3997 3.6037 0.226
H -1.4234 -3.9567 -1.5605 0.218
H 1.2006 -0.7914 1.1960 0.411
H -2.7289 2.7933 -1.9136 0.508
H 0.4509 -4.0339 -2.2867 0.201
H -3.0839 -3.2897 2.3094 0.215
H 2.0469 -1.2000 -5.0372 0.208
H 1.1131 3.1370 3.9375 0.208
H 1.7230 0.5651 -3.3897 0.227
H -1.5262 -1.3839 2.6143 0.202
H 2.9998 2.1916 3.5565 0.488
H -2.1901 4.2255 1.4181 0.235
H -2.9930 -4.5832 0.1826 0.215
H 1.5188 -3.5653 -4.4314 0.208
H -0.1085 0.0230 1.7303 0.387
```

Computed properties:
Multiplicity: 2
HOMO-LUMO gap (alpha / beta) in eV: 5.57 / 5.53
LUMO level (alpha / beta) in eV: -0.87 / -0.85
Expectation value of S²: 0.801
Relative energy (zero: lowest compared OMol25 entry of this formula, charge and spin) in eV: 0.6986
E in hartree: -1313.56600
Charge: 0

=====

Record 3
Density functional theory data (wB97M-V/def2-TZVPD) for C19H15N6O2S5W as an isolated structure.

```
48
Properties=species:S:1:pos:R:3:nbo_charge:R:1
W -0.0222 -0.6954 0.1093 1.931
S -3.5629 -3.2530 -1.2206 0.488
S -4.8217 -0.7757 -0.1077 0.687
S -2.1691 0.5006 0.3701 0.242
S -6.5198 -2.8951 -1.2591 0.412
S -1.9391 -2.8610 1.1954 0.794
O -0.1119 -2.3452 -0.9115 -0.473
O -0.7426 -1.8077 1.4603 -0.748
N -1.2854 -1.6373 -1.1160 -0.267
N 2.1721 -0.8156 -0.1767 -0.592
N 0.9724 0.0865 1.8195 -0.610
N 1.5985 -0.0351 -3.6131 -0.438
N 2.3974 -0.5377 3.3898 -0.434
N 0.5535 0.2965 -1.6923 -0.612
C -2.4550 -2.0970 -0.4024 -0.320
C 1.4684 0.3007 4.0230 0.087
C 2.7677 -1.4264 1.0357 -0.273
C 2.0803 -0.6385 2.1171 0.449
C 2.4782 -1.2425 -1.5612 -0.270
C -3.1632 -0.8096 -0.0395 -0.307
C 1.5645 -0.3372 -2.3341 0.459
C -0.5606 2.0118 4.6272 -0.153
C 0.5720 0.6919 3.0312 0.159
C -1.5194 2.6107 -3.7805 -0.160
C 0.1997 1.4889 -5.0751 -0.186
C -1.1492 1.9806 -2.6072 -0.227
C 0.5588 0.8623 -3.8918 0.092
C 0.3427 1.5985 5.6187 -0.148
C -0.8637 2.3655 -4.9956 -0.154
C -5.0677 -2.3893 -0.8937 -0.621
C 1.3843 0.7368 5.3363 -0.184
C -0.0955 1.0766 -2.6807 0.156
C -0.4625 1.5739 3.3206 -0.232
H 2.4347 0.1712 -0.1354 0.431
H 3.5287 -1.0885 -1.8128 0.266
H 2.2764 -0.3771 -4.2829 0.466
H 2.2172 -2.2918 -1.7020 0.276
H -1.6497 2.2180 -1.6809 0.226
H -2.3297 3.3264 -3.7598 0.253
H 2.5232 -2.4895 1.0845 0.268
H -1.1886 2.8869 -5.8853 0.261
H 0.2261 1.9742 6.6258 0.262
H 3.8529 -1.3111 1.0638 0.270
H 2.0912 0.4295 6.0949 0.260
H -1.1510 1.9310 2.5683 0.229
H 0.7238 1.3112 -6.0044 0.259
H -1.3480 2.7031 4.8944 0.256
H 3.1938 -0.9761 3.8364 0.467
```

Computed properties:
Multiplicity: 1
HOMO-LUMO gap in eV: 6.04
LUMO level in eV: -11.21
Relative energy (zero: lowest compared OMol25 entry of this formula, charge and spin) in eV: 0.0000
E in hartree: -3269.12000
Charge: +3

=====

Record 4
Density functional theory data (wB97M-V/def2-TZVPD) for C19H16BF6IN7O9RuS2 as an isolated structure.

```
62
Properties=species:S:1:pos:R:3:nbo_charge:R:1
I -1.2587 -3.2556 2.8646 0.057
Ru -0.7696 -0.1692 0.8367 1.548
S -2.9728 1.7781 -2.0648 2.257
S -2.0252 4.1949 -2.9545 2.239
F -4.6008 0.3384 -0.6667 -0.298
F -5.5716 1.4407 -2.2637 -0.330
F -4.9666 2.4683 -0.4579 -0.311
F -0.2244 4.1612 -0.9958 -0.305
F -1.0443 6.1144 -1.4186 -0.334
F -2.2204 4.6659 -0.3272 -0.310
O -0.9108 3.5047 -3.5492 -0.948
O -2.1068 -1.0065 -0.2209 -0.632
O -2.0293 1.7363 -0.9708 -0.967
O -2.6880 1.1227 1.7806 -0.495
O -2.8528 0.7840 -3.0900 -0.930
O -0.7587 2.0350 1.6274 -0.502
O -3.1878 -2.8292 -0.9139 -0.610
O -2.5318 5.3867 -3.5773 -0.951
O -2.4222 3.1774 2.4167 -0.419
N -1.9796 2.1480 1.9595 0.731
N 2.0058 0.8442 2.0283 -0.274
N 0.9278 0.0538 2.2550 -0.317
N -3.2457 3.2609 -2.5939 -1.222
N 0.1936 -2.1950 -0.0652 -0.570
N 1.6934 1.4370 -0.4406 -0.281
N 0.6324 0.6311 -0.6244 -0.344
C 1.1683 -0.6114 3.3853 -0.020
C 4.0465 -3.8787 0.0068 -0.272
C -2.1312 -2.3186 -0.5909 0.719
C 1.4475 -2.7519 -0.0493 0.272
C 3.8381 -2.5480 0.3609 -0.205
C 0.5322 -4.8971 -0.8508 -0.258
C -4.6276 1.5001 -1.3067 0.724
C 0.4854 0.4438 -1.9369 0.008
C 2.8921 0.6681 3.0091 0.000
C -1.7157 -1.2058 2.4095 -0.711
C 2.2117 1.7472 -1.6301 0.008
C 2.5705 -1.9982 0.3324 -0.281
C -0.8385 -2.9614 -0.5396 -0.044
C 2.4011 -0.2525 3.9150 -0.361
C -1.3415 4.8058 -1.3171 0.716
C 2.9565 -4.6383 -0.3857 -0.224
C 1.4668 1.1387 -2.6260 -0.336
C -0.6892 -4.2998 -0.9181 -0.188
C 1.6649 -4.1106 -0.4264 -0.107
B 2.1657 1.9774 0.9413 0.186
H 2.4363 -0.9626 0.5920 0.222
H 3.3614 2.1761 0.8570 -0.069
H -1.5758 -0.6351 3.3218 0.207
H 3.0919 -5.6764 -0.6749 0.187
H -0.3295 -0.1598 -2.3032 0.240
H 0.6773 -5.9340 -1.1293 0.188
H -2.7522 -1.2268 2.1010 0.237
H 4.6738 -1.9248 0.6582 0.196
H 3.8137 1.2243 2.9865 0.217
H -1.5769 -4.8227 -1.2506 0.226
H 1.5569 2.9607 1.2672 -0.022
H 0.4618 -1.3294 3.7550 0.219
H 2.8706 -0.6282 4.8065 0.217
H 3.0723 2.3931 -1.6797 0.209
H 1.5887 1.2164 -3.6908 0.225
H 5.0410 -4.3077 0.0267 0.190
```

Computed properties:
Multiplicity: 6
HOMO-LUMO gap (alpha / beta) in eV: 4.44 / 6.53
LUMO level (alpha / beta) in eV: 3.79 / 3.03
Expectation value of S²: 8.798
Relative energy (zero: lowest compared OMol25 entry of this formula, charge and spin) in eV: 1.4337
E in hartree: -3607.04923
Charge: -2

=====

Record 5
Density functional theory data (wB97M-V/def2-TZVPD) for C19H16BrNNaO3P as an isolated structure.

```
42
Properties=species:S:1:pos:R:3:nbo_charge:R:1
Br 0.0046 1.4635 -4.0147 0.086
P 1.3159 -1.0809 0.3323 0.762
Na 1.2820 -0.8234 -2.6421 0.914
O -4.8785 0.7442 -2.4675 -0.638
O 4.5089 0.3597 -1.1396 -0.698
O 3.1841 -1.2190 -2.0259 -0.877
N -1.0955 -0.8155 -2.9730 -0.550
C 3.6785 -0.5442 -1.0725 0.773
C -1.4176 0.4191 -3.3199 0.180
C 1.1573 -0.1199 3.0042 -0.234
C -2.0648 -1.5583 -2.4291 0.081
C 1.5968 1.7131 -0.2522 -0.249
C 0.5575 -2.4163 2.6463 -0.235
C -2.6666 0.9866 -3.1886 -0.333
C 1.0681 2.9685 -0.5377 -0.205
C 0.7465 0.6326 -0.0094 -0.272
C -0.6357 0.8425 -0.0635 -0.260
C 3.1392 -0.9057 0.3339 -0.836
C -1.1583 2.0963 -0.3315 -0.216
C -0.3029 3.1655 -0.5753 -0.216
C -3.3492 -1.1020 -2.2280 -0.345
C 0.9778 -1.1925 2.1317 -0.231
C 0.9247 -0.2725 4.3618 -0.209
C 0.3305 -2.5729 4.0079 -0.214
C -3.6588 0.1986 -2.6189 0.370
C 0.5127 -1.4998 4.8660 -0.205
H -4.0948 -1.7447 -1.7775 0.228
H 1.7409 3.7962 -0.7229 0.220
H -2.8702 2.0010 -3.4958 0.253
H 1.4769 0.8407 2.6165 0.218
H 2.6722 1.5934 -0.2098 0.255
H 0.4091 -3.2527 1.9728 0.215
H -1.3057 0.0094 0.1286 0.212
H 0.3324 -1.6165 5.9269 0.213
H 3.4819 -0.1828 1.0750 0.232
H -0.7075 4.1471 -0.7875 0.214
H 1.0673 0.5678 5.0294 0.214
H 0.0088 -3.5311 4.3956 0.213
H 3.5334 -1.8880 0.6060 0.253
H -1.7861 -2.5636 -2.1397 0.214
H -5.4840 0.1136 -2.0615 0.490
H -2.2316 2.2427 -0.3508 0.210
```

Computed properties:
Multiplicity: 1
HOMO-LUMO gap in eV: 7.98
LUMO level in eV: -0.09
E in hartree: -4091.84923
Charge: 0